No. 1
ORCA calculation (ωB97M-V with the def2-TZVPD basis set) on an isolated molecule of C5H5Cl2NS at a distorted geometry.

Geometry as XYZ:
```
14
C5H5Cl2NS, DFT ωB97M-V with the def2-TZVPD basis set
C 1.53280 -0.34895 -0.30309
C 1.95213 0.91754 -0.14054
C 0.74293 3.19348 0.17032
C 0.02348 -0.42763 -0.43465
C -0.36940 1.01891 0.15558
N 0.86952 1.77866 0.06033
S -0.56143 3.97584 0.63813
Cl 3.58200 1.31814 -0.08858
Cl 2.13722 3.97644 -0.18395
H 2.34392 -1.01840 -0.64572
H -0.46762 -0.55628 -1.46090
H -0.24287 -1.45705 0.06801
H -1.23690 1.58381 -0.35165
H -0.63220 0.92399 1.24347
```

For the gap between HOMO and LUMO, the calculation gives 8.41 eV. The value obtained for the HOMO energy is -0.308 hartree. For the LUMO energy, the calculation gives 0.03 eV. Its SMILES is S=C(Cl)N1CCC=C1Cl. For the energy relative to the best compared isomer or geometry (same formula, charge and spin), the calculation gives 165.91 kJ/mol. For the energy, the calculation gives -1566.78681 hartree.

No. 2
ORCA calculation (ωB97M-V with the def2-TZVPD basis set) on C5H5ClF2N2 as an isolated structure at a distorted geometry.

Geometry as XYZ:
```
15
C5H5ClF2N2, DFT ωB97M-V with the def2-TZVPD basis set
C -0.86803 -1.03815 -0.24590
C -1.63656 1.40571 -0.15005
C -3.05589 -0.36876 0.20930
C -0.25577 0.15350 0.37087
C 1.11611 0.57703 -0.07220
N -2.10739 -1.28595 -0.30209
N -2.80118 1.00682 -0.13890
F -1.20864 2.59177 -0.44779
F -4.28356 -0.68970 -0.27358
Cl -0.50569 0.19427 2.13464
H -0.22183 -1.74706 -0.75299
H -3.13038 -0.43965 1.31115
H 1.77076 0.72518 0.78624
H 1.08616 1.50592 -0.63640
H 1.54871 -0.19194 -0.70809
```

For the gap between HOMO and LUMO, the calculation gives 9.73 eV. The value obtained for the HOMO energy is -0.359 hartree. For the LUMO energy, the calculation gives -0.04 eV. For the energy relative to the best compared isomer or geometry (same formula, charge and spin), the calculation gives 120.95 kJ/mol. For the energy, the calculation gives -962.89704 hartree.

Please write out number 1 again, unchanged.
ORCA calculation (ωB97M-V with the def2-TZVPD basis set) on an isolated molecule of C5H5Cl2NS at a distorted geometry.

Geometry as XYZ:
```
14
C5H5Cl2NS, DFT ωB97M-V with the def2-TZVPD basis set
C 1.53280 -0.34895 -0.30309
C 1.95213 0.91754 -0.14054
C 0.74293 3.19348 0.17032
C 0.02348 -0.42763 -0.43465
C -0.36940 1.01891 0.15558
N 0.86952 1.77866 0.06033
S -0.56143 3.97584 0.63813
Cl 3.58200 1.31814 -0.08858
Cl 2.13722 3.97644 -0.18395
H 2.34392 -1.01840 -0.64572
H -0.46762 -0.55628 -1.46090
H -0.24287 -1.45705 0.06801
H -1.23690 1.58381 -0.35165
H -0.63220 0.92399 1.24347
```

For the gap between HOMO and LUMO, the calculation gives 8.41 eV. The value obtained for the HOMO energy is -0.308 hartree. For the LUMO energy, the calculation gives 0.03 eV. Its SMILES is S=C(Cl)N1CCC=C1Cl. For the energy relative to the best compared isomer or geometry (same formula, charge and spin), the calculation gives 165.91 kJ/mol. For the energy, the calculation gives -1566.78681 hartree.

The lowest energy belongs to which entry?
C5H5Cl2NS

Number 1 is which compound?
C5H5Cl2NS